Entry from OMol25: 11 unconnected molecules or ions with the total composition C8H18B2O25 in a non-equilibrium geometry (ωB97M-V/def2-TZVPD).

```
53
Properties=species:S:1:pos:R:3:forces:R:3:lowdin_charge:R:1
O 2.479680 0.240911 2.760416 2.618 -2.882 -3.792 0.086
C 3.059920 -0.373259 1.810566 -2.716 2.470 2.365 -0.274
O 2.439180 -1.173839 0.919806 1.314 0.110 0.681 0.176
B 3.388720 -1.504969 -0.179024 0.866 0.597 -0.049 -0.857
O 4.690380 -0.893649 0.215686 -0.399 -0.332 0.607 0.216
C 4.541270 -0.185199 1.316746 1.667 0.966 1.072 -0.361
O 5.427460 0.492771 1.837466 -2.029 -1.290 -0.844 0.094
O 3.022290 -0.812039 -1.424204 -0.732 -1.432 -0.849 0.210
C 2.661700 -1.730659 -2.346404 -0.896 1.126 -0.549 -0.325
O 2.189730 -1.463209 -3.443124 1.131 -0.974 2.102 0.115
C 2.921820 -3.144339 -1.673004 0.143 -1.752 -1.660 -0.360
O 3.505690 -2.973459 -0.485754 -0.925 1.527 -0.090 0.198
O 2.722270 -4.221269 -2.204214 0.223 1.799 0.808 0.130
O -0.711580 -2.776229 -0.254024 -0.128 1.953 -0.300 0.146
C -0.725580 -1.564929 -0.316434 1.156 -0.719 0.518 -0.307
O -0.265290 -0.711179 0.618206 -0.947 0.036 -0.648 0.223
B -0.425810 0.681321 0.140296 0.562 -1.277 -0.626 -0.820
O -0.999050 0.519971 -1.261114 0.672 2.814 1.335 0.244
C -1.187090 -0.698559 -1.501444 -3.482 -3.850 -2.634 -0.396
O -1.876710 -1.154689 -2.438544 2.148 0.990 1.731 0.095
O -1.330170 1.480971 1.010276 0.578 0.450 0.161 0.218
C -0.727250 2.604541 1.364186 -0.838 1.761 -0.170 -0.281
O -1.213240 3.531981 2.028846 1.690 -2.514 -1.627 0.097
C 0.683560 2.578821 0.625446 3.475 0.550 1.525 -0.270
O 0.868120 1.374561 0.038246 -1.562 2.028 0.952 0.234
O 1.599030 3.405401 0.794626 -3.047 -1.831 -0.796 0.091
O -3.145300 5.232281 3.132766 -0.526 0.273 0.205 -0.065
H -3.051580 6.168201 2.955296 0.063 0.189 0.012 0.021
H -2.339700 4.841901 2.793866 0.298 -0.399 -0.137 -0.028
O 3.502560 3.171321 2.911446 0.122 0.404 0.507 -0.060
H 4.418730 3.394751 2.747336 0.224 -0.132 -0.030 0.024
H 3.139330 2.995101 2.043546 -0.290 -0.090 -0.319 -0.013
O -1.877580 -3.677449 -4.284724 -0.123 -0.400 -0.244 -0.053
H -1.677320 -2.811359 -3.929754 0.002 0.406 0.517 -0.005
H -1.677200 -3.606499 -5.218014 0.081 0.001 -0.164 0.016
O -4.132580 1.258631 0.112246 -0.609 -0.057 -0.207 -0.043
H -3.658790 2.087851 0.047826 0.205 0.120 0.113 0.027
H -3.448530 0.600191 0.233716 0.190 -0.058 0.081 0.018
O 1.555670 -4.122149 1.638986 0.599 -0.369 0.417 -0.020
H 1.843050 -3.783179 2.486766 0.133 0.217 0.180 0.063
H 1.771330 -3.427219 1.017066 -0.005 0.262 -0.267 0.027
O -0.949330 -4.803929 1.564206 -1.287 -0.890 0.553 -0.098
H -0.042510 -4.662399 1.836006 0.316 0.196 -0.295 -0.042
H -1.097550 -4.155489 0.875876 0.154 0.150 -0.117 -0.027
O 0.503780 6.173401 2.808976 -0.166 0.537 0.104 -0.060
H 1.375160 6.124461 3.202086 0.216 -0.134 0.029 0.026
H 0.296340 5.269521 2.571906 -0.083 -0.506 -0.221 -0.005
O -4.209400 0.154021 -3.996344 -0.235 0.034 -0.320 -0.045
H -4.863710 0.790601 -3.708474 -0.216 0.132 0.145 0.045
H -3.414690 0.670521 -4.130164 0.436 -0.102 0.177 0.045
O -5.274480 -2.138469 -2.737334 -0.579 -0.445 0.082 -0.064
H -4.692930 -1.441489 -3.041084 0.509 0.317 -0.247 -0.029
H -5.591840 -1.832899 -1.887554 0.027 0.018 0.223 0.021
```
Forces are in eV/Å.

DFT total energy = -2246.96300 Eh
multiplicity = 1
HOMO = -5.355 eV
charge = -2